one:
A gas-phase ion, C6H9N2 (charge +1). Source: the Open Molecules 2025 dataset; level of theory: ωB97M-V/def2-TZVPD.

The geometry in XYZ format:
```
17
Properties=species:S:1:pos:R:3:lowdin_charge:R:1
C 2.040 0.445 0.178 -0.0210
C 1.802 -0.998 -0.059 0.0308
C 1.049 1.342 0.177 0.0357
C 0.529 -1.597 -0.188 0.0011
C -0.259 0.799 -0.170 -0.3813
C -0.541 -0.670 -0.072 -0.0653
N -2.045 -1.117 0.057 0.1313
N -1.373 1.587 0.021 0.0772
H 3.102 0.569 0.558 0.1470
H 2.560 -1.766 0.043 0.1219
H 1.029 2.371 0.141 0.1126
H 0.598 -2.674 -0.207 0.1249
H -0.261 0.622 -1.400 0.2725
H -1.982 -2.100 0.318 0.0911
H -2.717 -0.545 0.623 0.1106
H -2.278 1.140 -0.098 0.0914
H -1.252 2.591 0.077 0.1193
```

Results
Lowest unoccupied orbital energy = -5.598 eV
SMILES string = N[C@H]1C=CC=CC1=[NH2+]
Orbital gap = 7.99 eV
Net charge = +1



two:
2 unconnected molecules or ions with the total composition C6H9N2. Source: the Open Molecules 2025 dataset; level of theory: ωB97M-V/def2-TZVPD.

The geometry in XYZ format:
```
17
Properties=species:S:1:pos:R:3:lowdin_charge:R:1
C 1.891 -0.140 -0.830 -0.0133
C 2.926 -0.384 -1.332 0.3004
C -2.764 0.275 0.911 -0.0991
C 1.048 0.175 0.307 -0.1770
C -1.276 0.325 1.163 -0.2757
C -0.405 -0.011 -0.052 -0.2378
N 4.415 -1.579 -3.648 0.2596
N 4.143 -0.824 -2.908 0.1379
H -3.032 1.089 0.352 0.0502
H -3.015 -0.623 0.329 0.1021
H -3.144 0.447 1.825 0.0432
H 1.459 -0.439 1.147 0.1755
H 1.196 1.161 0.574 0.1125
H -1.056 -0.413 2.048 0.1528
H -0.989 1.487 1.365 0.1632
H -0.577 -1.088 -0.209 0.1202
H -0.819 0.542 -1.043 0.1852
```

Results
Lowest unoccupied orbital energy (alpha / beta) = -9.273 / -9.375 eV
Orbital gap (alpha / beta) = 5.44 / 5.34 eV
Net charge = +1



three:
A gas-phase ion, C6H9N2 (charge +1). Source: the Open Molecules 2025 dataset; level of theory: ωB97M-V/def2-TZVPD.

The geometry in XYZ format:
```
17
Properties=species:S:1:pos:R:3:lowdin_charge:R:1
C -0.813 1.243 -0.578 0.0661
C -0.077 0.094 0.020 -0.1400
C 1.081 0.063 0.614 0.0056
C -1.093 -1.012 -0.383 -0.0636
C -2.205 -0.447 -1.434 -0.0731
C 3.190 -0.026 1.786 -0.0407
N 1.805 -0.005 1.547 0.1367
N -1.988 1.023 -1.303 0.0722
H -0.574 2.363 -0.373 0.1735
H -0.585 -1.813 -0.765 0.0817
H -1.603 -1.375 0.472 0.1068
H -2.058 -0.842 -2.430 0.1138
H -3.203 -0.805 -1.108 0.1308
H 3.490 -0.674 1.020 0.0826
H 3.462 -0.539 2.678 0.0895
H 3.714 0.938 1.758 0.1208
H -2.542 1.812 -1.522 0.1375
```

Results
Lowest unoccupied orbital energy = -4.740 eV
SMILES string = CN=C=C1C=[NH+]CC1
Orbital gap = 8.28 eV
Net charge = +1



Relative calculated energies, zero for the most stable structure, unit eV: one 0.254; two 6.482; three 0.000.